C3H3FN2O2 | ωB97M-V with the def2-TZVPD basis set

The energy above the lowest of the compared OMol25 structures with the same formula, charge and spin comes out at 45.61 kcal per mole. For the HOMO-LUMO gap, the calculation gives 0.4129 hartree. The calculation puts the HOMO energy at -10.597 eV.

XYZ file:
```
11
Properties=species:S:1:pos:R:3:nbo_charge:R:1
C -1.3375 -0.6222 0.0372 -0.11
C 0.0206 -0.0187 -0.0310 0.44
C 2.1018 0.1401 -0.0614 0.79
H -2.0165 1.1839 0.1627 0.49
H -1.4483 -1.1207 1.0299 0.19
H -1.4684 -1.3840 -0.7308 0.21
N 0.3034 1.2368 -0.0118 -0.31
N 1.6952 1.3474 -0.0264 -0.33
O -2.3206 0.3337 -0.2084 -0.69
O 1.1395 -0.7970 -0.0608 -0.42
F 3.3307 -0.2993 -0.0992 -0.26
```